This record from the OMol25 dataset describes C42H48BN10RuS as an isolated structure at a distorted geometry. The level of theory is wB97M-V/def2-TZVPD.

Results
- Orbital gap (spin up / spin down): 4.554 / 3.749 eV
- Molar mass: 836.87 g/mol
- E_tot: -73316.5928 eV
- LUMO energy (spin up / spin down): -7.00 / -7.68 eV

The geometry in ORCA input format:
```
! RIJCOSX wB97M-V def2-TZVPD def2/J DEFGRID3
* xyz 2 2
Ru -0.328 0.288 -0.437
C 3.947 2.889 1.836
C 2.947 1.775 1.777
C 2.811 0.708 2.631
C 1.737 -0.051 2.148
N 1.249 0.542 1.040
N 1.997 1.654 0.840
B 1.711 2.650 -0.282
N 1.839 1.963 -1.639
N 0.972 0.987 -1.962
C 1.158 0.691 -3.243
C 2.207 1.478 -3.742
C 2.606 2.284 -2.692
C 3.659 3.348 -2.674
C 0.298 -0.268 -3.977
C 0.678 -0.719 -5.237
C -0.124 -1.603 -5.950
C -1.336 -2.033 -5.427
C -1.729 -1.596 -4.169
C -0.911 -0.731 -3.454
N 0.276 3.154 -0.153
N -0.777 2.305 -0.293
C -1.893 3.026 -0.234
C -1.546 4.367 -0.016
C -0.165 4.411 0.011
C 0.733 5.607 0.142
C -3.246 2.487 -0.484
C -3.451 1.447 -1.384
C -4.731 1.003 -1.682
C -5.827 1.576 -1.054
C -5.635 2.613 -0.149
C -4.353 3.080 0.115
C 1.261 -1.317 2.775
C 1.868 -1.761 3.954
C 1.470 -2.942 4.566
C 0.456 -3.717 4.015
C -0.138 -3.303 2.830
C 0.262 -2.115 2.226
H 4.594 2.741 2.698
H 4.568 2.921 0.939
H 3.461 3.862 1.936
H 3.421 0.506 3.501
H 2.470 3.573 -0.207
H 2.609 1.491 -4.745
H 4.152 3.382 -3.642
H 3.227 4.331 -2.478
H 4.412 3.159 -1.906
H 1.615 -0.383 -5.669
H 0.201 -1.955 -6.922
H -1.977 -2.693 -5.999
H -2.679 -1.916 -3.752
H -1.226 -0.404 -2.483
H -2.219 5.213 0.054
H 0.119 6.501 0.242
H 1.384 5.538 1.017
H 1.368 5.726 -0.740
H -2.603 1.012 -1.885
H -4.876 0.222 -2.423
H -6.829 1.228 -1.277
H -6.488 3.071 0.340
H -4.213 3.914 0.798
H 2.669 -1.186 4.403
H 1.968 -3.269 5.472
H 0.139 -4.634 4.502
H -0.915 -3.911 2.367
H -0.198 -1.803 1.311
C -3.195 -2.076 5.212
C -3.001 -0.979 4.218
C -2.967 0.348 4.512
C -2.656 1.248 3.484
N -2.382 0.843 2.242
C -2.490 -0.440 1.942
S -2.289 -1.082 0.339
N -2.796 -1.327 2.924
C -2.648 2.719 3.736
H -3.752 -1.720 6.075
H -2.219 -2.425 5.553
H -3.724 -2.928 4.778
H -3.163 0.691 5.519
H -2.859 -2.298 2.663
H -2.507 2.951 4.791
H -3.618 3.121 3.426
H -1.884 3.210 3.127
C 2.176 -2.452 -2.691
C 2.858 -3.926 -2.795
N 2.438 -4.663 -1.640
C 1.011 -4.762 -1.571
C 0.450 -3.261 -1.301
N 1.549 -2.338 -1.402
C 2.522 -2.564 -0.368
C 2.990 -4.116 -0.437
H 1.435 -2.336 -3.477
H 2.938 -1.683 -2.801
H 3.942 -3.849 -2.810
H 2.521 -4.421 -3.702
H 0.720 -5.419 -0.754
H 0.622 -5.152 -2.509
H 0.010 -3.204 -0.307
H -0.307 -3.014 -2.044
H 2.104 -2.366 0.610
H 3.373 -1.906 -0.533
H 2.618 -4.663 0.425
H 4.076 -4.174 -0.460
*
```

***

This record from the OMol25 dataset describes C42H48Cl3N3O2P2SY as an isolated structure. The level of theory is wB97M-V/def2-TZVPD.

Results
- Orbital gap: 8.552 eV
- Molar mass: 916.15 g/mol
- E_tot: -120921.5333 eV
- LUMO energy: -2.20 eV

The geometry in ORCA input format:
```
! RIJCOSX wB97M-V def2-TZVPD def2/J DEFGRID3
* xyz 1 1
Y -0.175 -0.124 -0.078
Cl 4.848 -0.054 -0.037
C 3.743 1.113 0.645
Cl 4.032 1.294 2.374
Cl 3.945 2.689 -0.182
C 2.276 0.697 0.376
O 1.410 0.926 1.261
O 1.997 0.165 -0.723
C -3.279 -1.466 -2.561
P -2.313 0.006 -2.083
C -3.588 1.298 -1.978
C -4.667 1.012 -1.138
C -5.668 1.946 -0.921
C -5.598 3.189 -1.536
C -4.520 3.491 -2.353
C -3.517 2.555 -2.569
C -1.269 0.249 -3.543
C -0.011 -0.349 -3.484
C 0.883 -0.236 -4.539
C 0.515 0.476 -5.670
C -0.750 1.044 -5.758
C -1.641 0.929 -4.701
H -3.981 -1.750 -1.782
H -2.588 -2.294 -2.722
H -3.818 -1.251 -3.484
H -4.745 0.053 -0.637
H -6.499 1.703 -0.274
H -6.378 3.919 -1.371
H -4.450 4.461 -2.826
H -2.668 2.833 -3.179
H 0.273 -0.980 -2.640
H 1.855 -0.704 -4.473
H 1.207 0.573 -6.496
H -1.048 1.571 -6.654
H -2.629 1.359 -4.789
C -1.418 5.588 2.431
C -0.161 6.022 3.174
C 1.006 5.042 3.141
C 1.645 4.830 1.777
N 0.779 3.965 0.965
C 0.645 3.749 -0.340
S -0.502 2.572 -0.868
N 1.295 4.426 -1.287
C 2.012 5.701 -1.213
C 1.109 6.898 -0.962
C 0.132 7.236 -2.085
C -1.119 6.364 -2.138
H -2.240 6.274 2.629
H -1.745 4.595 2.749
H -1.280 5.551 1.350
H -0.412 6.203 4.221
H 0.184 6.985 2.784
H 0.699 4.068 3.542
H 1.792 5.394 3.813
H 2.624 4.359 1.872
H 1.782 5.793 1.290
H 0.210 3.321 1.498
H 1.044 4.103 -2.210
H 2.507 5.797 -2.181
H 2.814 5.631 -0.480
H 1.766 7.751 -0.769
H 0.542 6.738 -0.037
H 0.657 7.208 -3.045
H -0.179 8.275 -1.957
H -0.913 5.320 -2.379
H -1.817 6.737 -2.887
H -1.638 6.368 -1.177
N -0.186 -2.191 -0.074
P -0.630 -2.999 1.190
C -2.416 -2.903 1.515
C -2.958 -2.539 2.747
C -4.336 -2.484 2.940
C -5.192 -2.810 1.904
C -4.666 -3.197 0.674
C -3.297 -3.242 0.484
C -0.317 -4.772 1.153
C 0.474 -5.276 0.128
C 0.738 -6.640 0.055
C 0.212 -7.497 1.007
C -0.583 -7.000 2.036
C -0.847 -5.644 2.104
C 0.154 -2.348 2.685
C 1.129 -3.056 3.382
C 1.815 -2.464 4.435
C 1.542 -1.157 4.806
C 0.581 -0.429 4.117
C -0.100 -1.025 3.070
H -2.311 -2.306 3.581
H -4.733 -2.196 3.904
H -6.263 -2.782 2.050
H -5.332 -3.477 -0.133
H -2.912 -3.558 -0.478
H 0.876 -4.596 -0.614
H 1.352 -7.031 -0.744
H 0.416 -8.558 0.950
H -0.997 -7.673 2.774
H -1.479 -5.274 2.905
H 1.363 -4.074 3.100
H 2.569 -3.027 4.968
H 2.080 -0.705 5.628
H 0.371 0.595 4.393
H -0.884 -0.436 2.583
*
```

***

This record from the OMol25 dataset describes a 4-piece molecular cluster, C42H49F5N3O24S3 overall at a distorted geometry. The level of theory is wB97M-V/def2-TZVPD.

Results
- Orbital gap: 6.939 eV
- Molar mass: 1171.04 g/mol
- E_tot: -144041.0483 eV
- LUMO energy: -3.86 eV

The geometry in ORCA input format:
```
! RIJCOSX wB97M-V def2-TZVPD def2/J DEFGRID3
* xyz 1 1
C 1.719 -0.753 -5.497
C 1.627 0.743 -5.386
O 2.845 1.264 -4.906
C 2.835 2.659 -4.766
C 2.925 3.121 -3.346
O 1.811 2.523 -2.670
C 1.500 2.821 -1.405
F 2.031 3.967 -0.945
C -0.029 2.878 -1.279
C -0.542 4.175 -1.873
O -1.565 4.672 -1.406
N 0.205 4.784 -2.953
C -0.693 5.245 -3.951
O -1.145 4.543 -4.868
F -0.975 6.532 -3.796
N -0.500 1.685 -1.943
C -1.949 1.663 -2.125
C -2.335 0.574 -3.135
C -2.856 1.155 -4.406
F -3.896 1.989 -4.207
F -1.883 1.847 -5.036
F -3.262 0.177 -5.245
C -0.159 0.570 -1.068
C 1.326 0.408 -0.674
C 1.293 -0.289 0.674
C 0.471 -1.570 0.698
O 0.728 -2.295 1.874
C 1.524 -3.414 1.727
O 1.089 -4.472 1.296
C 2.080 -0.356 -1.761
S 3.293 -1.611 -1.315
O 2.618 -2.870 -1.305
O 4.406 -1.423 -2.188
N 1.984 1.750 -0.425
S 3.791 1.642 -0.310
C 3.838 2.009 1.465
C 5.211 2.391 1.967
O 5.296 2.926 3.075
O 6.224 2.069 1.173
C 7.367 2.928 1.338
C 8.095 3.110 0.016
C 7.439 4.196 -0.800
O 7.996 1.859 -0.654
C 8.805 1.739 -1.715
O 9.580 2.609 -2.087
C 8.654 0.426 -2.382
S 7.617 0.728 -3.818
H 2.743 -1.077 -5.539
H 1.261 -1.260 -4.674
H 1.225 -1.102 -6.384
H 1.384 1.137 -6.362
H 0.796 1.010 -4.747
H 3.619 3.121 -5.343
H 1.893 3.022 -5.151
H 2.850 4.189 -3.371
H 3.856 2.804 -2.911
H -0.269 2.869 -0.217
H 0.682 5.593 -2.565
H -2.469 1.452 -1.203
H -2.319 2.600 -2.496
H -3.010 -0.151 -2.725
H -1.425 0.077 -3.415
H -0.481 -0.365 -1.480
H -0.712 0.703 -0.140
H 0.766 0.385 1.334
H 2.274 -0.419 1.098
H -0.550 -1.250 0.785
H 0.533 -2.170 -0.196
H 2.564 -3.277 2.010
H 1.382 -0.882 -2.373
H 2.624 0.289 -2.426
H 3.716 -1.290 -0.071
H 1.690 2.070 0.497
H 3.516 1.161 2.038
H 3.197 2.839 1.697
H 7.041 3.888 1.684
H 8.035 2.509 2.064
H 9.122 3.357 0.206
H 6.506 3.820 -1.189
H 7.226 5.043 -0.173
H 8.073 4.506 -1.604
H 9.638 0.143 -2.700
H 8.230 -0.308 -1.729
H 7.985 -0.299 -4.580
C -1.823 -0.190 3.746
C -2.603 -0.749 4.686
C -4.098 -0.534 4.698
O -4.730 -1.084 5.571
C -4.679 0.316 3.671
C -3.891 0.865 2.739
C -2.408 0.629 2.717
O -1.756 1.147 1.812
O -4.349 1.649 1.772
O -2.144 -1.511 5.650
H -0.752 -0.331 3.714
H -5.748 0.473 3.695
H -3.579 1.913 1.242
H -2.917 -1.782 6.182
C -0.765 -7.165 1.969
C -0.253 -8.184 2.672
C -0.994 -9.482 2.854
O -0.442 -10.356 3.493
C -2.315 -9.612 2.267
C -2.829 -8.591 1.568
C -2.075 -7.303 1.365
O -2.615 -6.436 0.702
O -4.023 -8.625 1.001
O 0.932 -8.144 3.257
H -0.241 -6.232 1.829
H -2.846 -10.541 2.416
H -4.139 -7.764 0.561
H 1.049 -9.011 3.687
C -9.522 -1.108 4.967
C -10.632 -0.619 5.539
C -11.374 0.562 4.966
O -12.378 0.924 5.542
C -10.845 1.195 3.770
C -9.736 0.706 3.203
C -9.010 -0.488 3.764
O -8.016 -0.869 3.170
O -9.187 1.220 2.114
O -11.165 -1.122 6.635
H -8.984 -1.954 5.369
H -11.375 2.049 3.374
H -8.407 0.669 1.920
H -11.957 -0.586 6.827
*
```

***

This record from the OMol25 dataset describes C42H49N4Pd as an isolated structure. The level of theory is wB97M-V/def2-TZVPD.

Results
- Orbital gap (spin up / spin down): 4.630 / 5.892 eV
- Molar mass: 716.30 g/mol
- E_tot: -53792.4529 eV
- LUMO energy (spin up / spin down): 2.60 / 2.24 eV

The geometry in ORCA input format:
```
! RIJCOSX wB97M-V def2-TZVPD def2/J DEFGRID3
* xyz -1 3
Pd 0.256 0.150 0.516
C -5.402 -1.534 2.381
C -4.272 -1.498 3.415
C -2.915 -1.580 2.790
C -2.109 -2.694 2.647
C -2.394 -4.101 3.071
C -2.966 -4.954 1.934
C -0.955 -2.271 1.936
C 0.104 -3.111 1.539
C 1.188 -2.739 0.797
C 2.229 -3.653 0.339
C 2.227 -5.128 0.587
C 1.275 -5.877 -0.351
C 3.105 -2.924 -0.384
C 2.618 -1.548 -0.383
C 3.230 -0.512 -1.024
C 2.777 0.823 -1.068
N 1.633 1.278 -0.478
C 1.531 2.603 -0.785
C 0.463 3.441 -0.403
C -0.628 3.064 0.325
N -0.883 1.809 0.806
C -2.082 1.861 1.463
C -2.714 0.815 2.070
C -2.236 -0.506 2.154
N -1.046 -0.941 1.646
C -2.605 3.223 1.408
C -1.714 3.960 0.712
C -1.744 5.425 0.414
C -0.860 6.233 1.369
C -3.872 3.670 2.064
C -3.706 3.903 3.569
C 2.637 3.005 -1.576
C 3.428 1.882 -1.748
C 4.684 1.764 -2.553
C 4.418 1.306 -3.990
C 2.897 4.395 -2.070
C 3.481 5.310 -0.990
N 1.461 -1.479 0.346
C 4.313 -3.390 -1.132
C 4.031 -3.595 -2.624
H -6.385 -1.478 2.857
H -5.308 -0.701 1.682
H -5.355 -2.454 1.796
H -4.358 -0.582 4.009
H -4.401 -2.326 4.118
H -1.480 -4.571 3.447
H -3.096 -4.096 3.909
H -2.275 -4.973 1.089
H -3.149 -5.983 2.253
H -3.906 -4.532 1.576
H 0.034 -4.153 1.827
H 3.239 -5.520 0.465
H 1.944 -5.326 1.625
H 1.561 -5.716 -1.392
H 1.286 -6.951 -0.153
H 0.254 -5.513 -0.235
H 4.146 -0.732 -1.557
H 0.513 4.473 -0.728
H -3.670 1.018 2.537
H -1.417 5.598 -0.615
H -2.772 5.789 0.473
H 0.172 5.882 1.322
H -0.874 7.297 1.121
H -1.201 6.115 2.399
H -4.220 4.592 1.591
H -4.655 2.926 1.896
H -2.970 4.687 3.755
H -4.650 4.203 4.030
H -3.352 2.997 4.061
H 5.203 2.728 -2.569
H 5.373 1.063 -2.072
H 5.344 1.207 -4.562
H 3.904 0.342 -3.991
H 3.770 2.019 -4.503
H 3.588 4.354 -2.917
H 1.973 4.835 -2.458
H 4.421 4.902 -0.615
H 3.670 6.316 -1.374
H 2.799 5.388 -0.142
H 5.122 -2.665 -1.012
H 4.672 -4.326 -0.698
H 3.640 -2.680 -3.070
H 4.935 -3.886 -3.163
H 3.281 -4.375 -2.768
C -1.706 -1.386 -3.932
C -0.976 -0.206 -3.867
C -0.484 0.248 -2.646
C -0.728 -0.483 -1.495
C -1.455 -1.661 -1.549
C -1.946 -2.111 -2.771
H -2.086 -1.740 -4.883
H -0.785 0.363 -4.771
H 0.092 1.167 -2.602
H -1.643 -2.235 -0.647
H -2.515 -3.034 -2.818
*
```

***

> The highest molar mass belongs to which entry?

C42H49F5N3O24S3

***

> Which of these has the highest E_tot?

C42H49N4Pd

***

> What is the formula in the first record?

C42H48BN10RuS

***

> Among the records above, which one has the highest molar mass?

C42H49F5N3O24S3